Computed, not measured: a structure of composition C16H20CoF5NO5STe at a distorted geometry, with wB97M-V/def2-TZVPD.

Geometry (Å):
Co -1.56 -0.15 1.06
C -0.33 0.19 3.68
O -1.59 -0.01 2.97
C -2.39 -1.13 3.47
C -1.84 -2.40 2.88
O -1.60 -2.10 1.49
C -1.51 -3.27 0.64
H -0.56 0.34 4.73
H 0.14 1.08 3.26
H 0.33 -0.67 3.54
H -3.40 -0.93 3.13
H -2.36 -1.12 4.56
H -2.57 -3.21 2.97
H -0.90 -2.72 3.34
H -2.47 -3.80 0.66
H -0.71 -3.91 1.01
H -1.30 -2.92 -0.37
O -2.71 2.45 1.08
N -1.89 1.75 0.97
O 0.49 0.09 0.84
S 1.23 -0.45 -0.40
C 2.88 0.26 -0.31
C 3.85 -0.31 -1.12
C 5.13 0.22 -1.09
C 5.42 1.28 -0.24
C 4.44 1.82 0.58
C 3.15 1.31 0.55
C 0.76 0.60 -1.79
C 0.81 0.08 -3.07
C 0.39 0.86 -4.13
C -0.05 2.16 -3.91
C -0.09 2.68 -2.62
C 0.33 1.90 -1.55
H 3.61 -1.15 -1.76
H 5.90 -0.21 -1.71
H 6.43 1.68 -0.21
H 4.69 2.63 1.25
H 2.38 1.70 1.20
H 1.13 -0.95 -3.22
H 0.39 0.47 -5.14
H -0.37 2.76 -4.74
H -0.44 3.69 -2.46
H 0.33 2.29 -0.54
F -3.63 -2.27 -1.35
Te -3.34 -0.44 -1.41
F -3.80 -0.29 0.48
F -5.11 -0.21 -1.80
F -3.19 1.44 -1.42
F -2.89 -0.54 -3.20
O -1.61 -0.55 -0.76

Results
Multiplicity = 2
LUMO level (spin up / spin down) = -10.29 / -9.51 eV
ΔE to the lowest compared entry with this formula, charge and spin = 80.69 kJ/mol
E_tot = -3600.2022 a.u.
Total charge = +2
HOMO-LUMO gap (spin up / spin down) = 4.30 / 5.09 eV